1.
A 9-piece molecular cluster, C23H41F12N4O20P overall. Source: the Open Molecules 2025 dataset; level of theory: the ωB97M-V functional and the def2-TZVPD basis.

Structure (XYZ):
```
101
C23H41F12N4O20P | the Open Molecules 2025 dataset | the ωB97M-V functional and the def2-TZVPD basis
C -0.961 28.573 30.127
N -0.964 28.870 31.594
O -1.961 28.593 32.244
O 0.025 29.399 32.051
H -1.281 27.539 30.024
H 0.069 28.663 29.801
H -1.601 29.252 29.574
C -3.981 32.753 30.004
N -3.040 31.689 29.573
O -1.961 31.719 30.127
O -3.373 30.891 28.737
H -4.402 32.471 30.968
H -4.790 32.827 29.287
H -3.467 33.699 30.131
C -4.964 30.069 31.950
N -6.361 29.579 32.085
O -6.955 29.334 31.041
O -6.854 29.424 33.189
H -4.482 30.322 32.891
H -5.050 30.932 31.294
H -4.373 29.266 31.513
C -7.125 29.352 36.290
N -8.453 29.489 36.949
O -9.422 29.030 36.374
O -8.499 30.014 38.040
H -6.514 28.784 36.988
H -6.625 30.301 36.122
H -7.336 28.816 35.374
C -6.466 34.047 33.048
O -6.770 33.266 31.895
P -7.279 33.870 30.519
O -6.565 35.039 29.982
O -8.840 34.089 30.759
C -9.618 34.686 29.703
O -7.172 32.647 29.502
C -7.859 31.420 29.813
H -6.439 35.111 32.842
H -5.560 33.691 33.543
H -7.205 33.784 33.813
H -10.207 33.911 29.216
H -8.992 35.358 29.125
H -10.392 35.269 30.211
H -8.512 31.166 28.982
H -8.459 31.487 30.722
H -7.122 30.640 30.003
C -4.849 26.297 34.803
C -3.577 27.095 34.570
O -2.966 27.641 35.735
C -3.230 28.868 36.148
O -3.924 29.653 35.571
C -2.564 29.150 37.505
F -2.099 30.393 37.506
F -3.479 29.000 38.462
F -1.558 28.327 37.761
H -5.045 25.801 33.856
H -5.623 26.962 35.179
H -4.674 25.506 35.535
H -3.798 27.861 33.827
H -2.807 26.442 34.159
C -3.405 36.950 32.269
C -2.200 36.048 32.183
O -2.408 34.894 32.994
C -1.482 33.958 32.994
O -0.455 34.061 32.397
C -1.820 32.683 33.797
F -2.628 31.891 33.059
F -0.714 32.030 34.082
F -2.512 33.016 34.903
H -4.340 36.453 32.002
H -3.359 37.779 31.566
H -3.524 37.313 33.291
H -1.307 36.580 32.514
H -2.040 35.718 31.154
C -10.237 30.137 33.308
C -10.853 28.744 33.173
O -11.980 28.650 34.074
C -13.159 28.965 33.603
O -13.408 29.333 32.493
C -14.241 28.880 34.713
F -15.309 29.586 34.392
F -14.563 27.595 34.895
F -13.773 29.357 35.872
H -10.966 30.921 33.093
H -9.394 30.189 32.622
H -9.986 30.310 34.353
H -10.219 27.962 33.581
H -10.994 28.486 32.125
C -8.229 22.428 29.486
C -9.490 23.247 29.750
O -9.421 24.110 30.893
C -8.399 24.949 31.013
O -7.540 25.089 30.206
C -8.489 25.776 32.313
F -9.546 25.432 33.036
F -7.373 25.631 33.034
F -8.569 27.065 31.956
H -7.677 22.072 30.353
H -7.612 23.009 28.804
H -8.503 21.509 28.963
H -10.291 22.573 30.055
H -9.829 23.751 28.847
```

Output
SMILES string: CCOC(=O)C(F)(F)F.CCOC(=O)C(F)(F)F.CCOC(=O)C(F)(F)F.CCOC(=O)C(F)(F)F.COP(=O)(OC)OC.C[N+](=O)[O-].C[N+](=O)[O-].C[N+](=O)[O-].C[N+](=O)[O-]
E_LUMO (hartree): -0.010
HOMO level (eV): -10.9
Kohn-Sham gap (eV): 10.650

2.
C23H41ILuP2 as an isolated structure. Source: the Open Molecules 2025 dataset; level of theory: the ωB97M-V functional and the def2-TZVPD basis.

Structure (XYZ):
```
68
C23H41ILuP2 | the Open Molecules 2025 dataset | the ωB97M-V functional and the def2-TZVPD basis
Lu 1.619 -0.537 1.509
C -0.403 -0.525 2.898
C -0.300 -1.821 2.334
C 1.558 -1.435 3.669
C 0.749 -0.244 3.702
C 0.916 -2.392 2.804
C -1.699 0.207 2.894
H -1.979 0.523 1.883
H -1.678 1.091 3.542
H -2.493 -0.477 3.242
C 0.819 0.898 4.668
H -0.166 1.369 4.769
H 1.520 1.677 4.334
H 1.144 0.561 5.664
C 2.827 -1.602 4.434
H 2.699 -1.241 5.462
H 3.667 -1.031 3.988
H 3.125 -2.657 4.501
C 1.455 -3.683 2.304
H 1.561 -4.446 3.089
H 2.456 -3.515 1.879
H 0.758 -4.101 1.565
C -1.368 -2.523 1.534
H -1.395 -3.614 1.692
H -1.224 -2.369 0.445
H -2.368 -2.121 1.790
C -2.132 2.559 -0.075
C -3.074 1.646 0.175
C -3.244 0.302 -0.466
C -2.874 0.281 -1.956
C -1.379 0.181 -2.429
C -0.387 -0.217 -1.280
C -0.201 0.860 -0.193
C -0.758 2.213 -0.577
H -4.294 -0.056 -0.354
H -3.404 1.099 -2.467
H -2.690 -0.495 0.066
H -0.799 2.310 -1.750
H -2.200 3.633 0.222
H -3.770 1.913 0.966
H -0.018 2.973 -0.215
H -0.593 0.469 0.757
H -0.658 -1.190 -0.822
H 0.900 1.034 -0.008
H -3.355 -0.640 -2.339
H -1.373 -0.591 -3.206
P -0.262 1.561 -3.244
C -0.013 3.349 -3.692
C -1.086 0.933 -4.742
P 1.491 -0.330 -1.827
C 1.478 1.139 -2.957
C 1.405 -1.626 -3.061
C 3.177 -0.450 -1.129
H 0.964 3.754 -3.405
H -0.790 3.979 -3.241
H -0.095 3.459 -4.793
H -0.744 1.501 -5.612
H -2.164 1.053 -4.559
H -0.861 -0.128 -4.888
H 3.886 -0.069 -1.876
H 3.415 -1.508 -0.927
H 3.373 0.193 -0.237
H 2.098 1.971 -2.565
H 1.920 0.836 -3.929
H 1.995 -2.481 -2.707
H 1.772 -1.291 -4.044
H 0.358 -1.946 -3.147
I 3.187 1.826 1.938
```

Output
E_LUMO (alpha / beta) (hartree): -0.106 / -0.128
Relative energy (zero: lowest compared OMol25 entry of this formula, charge and spin) (eV): 0.000
Charge: +1
HOMO level (alpha / beta) (eV): -7.7 / -7.1
Kohn-Sham gap (alpha / beta) (eV): 4.863 / 3.624

3.
C23H41N2NdOP3 as an isolated structure. Source: the Open Molecules 2025 dataset; level of theory: the ωB97M-V functional and the def2-TZVPD basis.

Structure (XYZ):
```
71
C23H41N2NdOP3 | the Open Molecules 2025 dataset | the ωB97M-V functional and the def2-TZVPD basis
Nd -0.358 -0.314 -0.066
P 0.673 -2.772 -0.781
P 2.656 -0.258 1.172
P -3.280 0.249 -0.170
H 2.049 3.447 -0.399
C 1.172 4.115 -0.361
C 0.485 4.346 0.773
H 0.974 4.311 1.756
C 1.415 -2.543 -2.464
C 1.663 -3.958 0.212
C -0.870 -3.714 -1.217
C 2.882 1.220 2.231
C 3.224 -1.535 2.352
C 4.174 -0.093 0.129
C -3.759 1.829 0.669
C -4.455 -0.762 0.819
C -3.853 0.361 -1.911
H 0.859 4.434 -1.357
H -0.570 4.665 0.764
H 1.429 -3.434 -3.107
H 2.447 -2.173 -2.406
H 0.780 -1.800 -2.981
H 1.828 -4.943 -0.250
H 1.124 -4.107 1.161
H 2.645 -3.512 0.436
H -0.705 -4.541 -1.928
H -1.596 -3.016 -1.666
H -1.295 -4.106 -0.283
H 3.947 1.411 2.423
H 2.370 1.073 3.191
H 2.472 2.112 1.736
H 4.325 -1.547 2.438
H 2.832 -2.529 2.084
H 2.863 -1.268 3.356
H 5.076 -0.029 0.752
H 4.081 0.812 -0.485
H 4.246 -0.978 -0.511
H -4.522 2.391 0.116
H -2.878 2.463 0.840
H -4.172 1.595 1.665
H -5.477 -0.769 0.413
H -4.529 -0.334 1.830
H -4.068 -1.782 0.970
H -4.866 0.774 -1.931
H -3.844 -0.629 -2.382
H -3.203 0.989 -2.534
C -0.032 0.999 -3.401
C 0.787 0.466 -4.385
C 0.365 0.684 -5.692
C -0.646 1.614 -5.975
C -1.314 2.303 -4.970
C -1.001 1.985 -3.627
O 0.047 0.523 -2.071
H 0.907 0.046 -1.928
H 1.704 -0.077 -4.104
H 0.886 0.166 -6.499
H -0.965 1.773 -7.002
H -1.999 3.132 -5.187
H -1.460 2.514 -2.776
N 0.202 0.029 7.800
C 0.034 -0.031 6.643
C -0.186 -0.085 5.224
C -0.010 -1.262 4.506
C -0.198 -1.261 3.127
N -0.560 -0.142 2.434
C -0.771 0.994 3.135
C -0.598 1.033 4.505
H 0.262 -2.192 5.030
H 0.000 -2.180 2.543
H -1.065 1.864 2.549
H -0.784 1.951 5.025
```

Output
E_LUMO (alpha / beta) (hartree): -0.377 / -0.355
Expectation value of S²: 3.7552
Relative energy (zero: lowest compared OMol25 entry of this formula, charge and spin) (eV): 0.657
Spin multiplicity: 4
Charge: +3
HOMO level (alpha / beta) (eV): -17.2 / -17.2
Kohn-Sham gap (alpha / beta) (eV): 6.941 / 7.553

4.
C23H41N2OP3Tc as an isolated structure. Source: the Open Molecules 2025 dataset; level of theory: the ωB97M-V functional and the def2-TZVPD basis.

Structure (XYZ):
```
71
C23H41N2OP3Tc | the Open Molecules 2025 dataset | the ωB97M-V functional and the def2-TZVPD basis
Tc -0.158 1.688 -1.087
P 1.535 -0.090 0.351
P 1.600 2.922 -0.751
P -1.764 -3.107 -0.408
H 0.196 3.228 -3.588
C -0.213 2.297 -3.096
C -1.447 2.536 -2.276
H -1.605 3.589 -1.970
C 2.576 -1.215 -0.680
C 2.897 0.575 1.444
C 1.017 -1.297 1.648
C 1.199 4.503 -1.502
C 1.770 3.566 0.975
C 3.221 2.469 -1.488
C -3.178 -2.928 -1.512
C -2.061 -3.088 1.356
C -0.195 -3.809 -0.957
H -0.259 1.581 -3.932
H -2.382 2.070 -2.630
H 3.172 -1.821 0.020
H 3.243 -0.612 -1.314
H 1.935 -1.870 -1.292
H 3.553 -0.274 1.671
H 2.432 0.915 2.376
H 3.456 1.394 0.983
H 1.665 -2.180 1.568
H -0.030 -1.603 1.558
H 1.189 -0.867 2.645
H 2.043 5.169 -1.399
H 0.351 4.955 -0.991
H 0.967 4.366 -2.552
H 2.713 3.326 1.481
H 0.930 3.241 1.607
H 1.693 4.660 0.895
H 3.702 3.378 -1.876
H 3.066 1.794 -2.342
H 3.938 1.981 -0.816
H -3.999 -3.571 -1.200
H -2.925 -3.168 -2.551
H -3.514 -1.882 -1.463
H -3.008 -3.585 1.593
H -2.157 -2.046 1.703
H -1.246 -3.570 1.913
H -0.341 -4.811 -1.391
H 0.544 -3.943 -0.150
H 0.263 -3.203 -1.751
C -1.356 -0.790 -3.366
C -0.295 -1.461 -4.085
C -0.547 -1.970 -5.351
C -1.726 -1.679 -6.046
C -2.716 -0.936 -5.410
C -2.540 -0.459 -4.115
O -1.312 -0.610 -2.075
H -1.510 -1.727 -0.398
H 0.584 -1.643 -3.479
H 0.223 -2.584 -5.805
H -1.878 -2.074 -7.040
H -3.631 -0.716 -5.982
H -3.307 0.108 -3.604
N -1.309 0.756 5.593
C -1.544 0.815 4.459
C -2.001 0.885 3.059
C -3.348 0.622 2.808
C -3.723 0.625 1.483
C -2.788 0.864 0.465
N -1.502 1.186 0.675
C -1.130 1.203 1.998
H -4.048 0.435 3.630
H -4.767 0.475 1.247
H -3.094 0.813 -0.575
H -0.096 1.491 2.216
```

Output
E_LUMO (alpha / beta) (hartree): -0.599 / -0.596
Expectation value of S²: 3.8122
Relative energy (zero: lowest compared OMol25 entry of this formula, charge and spin) (eV): 3.260
Spin multiplicity: 4
Charge: +4
HOMO level (alpha / beta) (eV): -20.5 / -20.5
Kohn-Sham gap (alpha / beta) (eV): 4.181 / 4.265

5.
C23H41N2P3STc as an isolated structure. Source: the Open Molecules 2025 dataset; level of theory: the ωB97M-V functional and the def2-TZVPD basis.

Structure (XYZ):
```
71
C23H41N2P3STc | the Open Molecules 2025 dataset | the ωB97M-V functional and the def2-TZVPD basis
Tc 0.070 -0.199 -0.040
P -0.685 1.796 1.130
P -2.143 -0.631 -0.661
P 2.169 0.917 -0.341
H -0.064 -2.546 -8.798
C 0.957 -2.733 -8.420
C 1.285 -3.921 -7.887
H 0.529 -4.721 -7.802
C -1.117 3.262 0.108
C -2.179 1.707 2.198
C 0.435 2.527 2.393
C -2.340 -2.117 -1.710
C -3.471 -0.985 0.559
C -2.946 0.651 -1.694
C 3.338 0.116 -1.512
C 3.340 1.158 1.061
C 2.127 2.618 -1.035
H 1.715 -1.970 -8.655
H 2.325 -4.188 -7.654
H -1.403 4.084 0.780
H -1.960 3.027 -0.552
H -0.265 3.577 -0.503
H -2.262 2.651 2.754
H -2.083 0.891 2.925
H -3.087 1.566 1.603
H -0.124 3.302 2.935
H 1.314 2.988 1.932
H 0.757 1.771 3.120
H -3.407 -2.366 -1.769
H -1.798 -2.965 -1.276
H -1.946 -1.938 -2.717
H -4.421 -0.566 0.200
H -3.264 -0.571 1.548
H -3.582 -2.071 0.660
H -3.797 0.195 -2.213
H -2.235 1.028 -2.437
H -3.301 1.486 -1.079
H 4.267 0.699 -1.536
H 2.917 0.066 -2.522
H 3.558 -0.905 -1.183
H 4.128 1.857 0.750
H 3.804 0.199 1.319
H 2.848 1.555 1.954
H 3.129 2.868 -1.408
H 1.843 3.350 -0.272
H 1.419 2.672 -1.869
C 0.667 -1.476 -3.217
C 0.590 -0.169 -3.738
C 0.265 0.028 -5.075
C 0.116 -1.077 -5.918
C 0.231 -2.374 -5.403
C 0.528 -2.590 -4.073
S 0.929 -1.894 -1.555
H -0.264 0.281 -1.543
H 0.755 0.679 -3.072
H 0.146 1.047 -5.447
H -0.053 -0.934 -6.982
H 0.157 -3.232 -6.065
H 0.664 -3.586 -3.651
N 0.042 -0.056 7.333
C 0.115 -0.394 6.214
C 0.196 -0.773 4.822
C 1.403 -0.702 4.124
C 1.405 -0.927 2.746
N 0.253 -1.043 2.043
C -0.845 -1.405 2.752
C -0.930 -1.210 4.127
H 2.338 -0.457 4.631
H 2.350 -0.987 2.201
H -1.685 -1.841 2.204
H -1.877 -1.379 4.639
```

Output
E_LUMO (alpha / beta) (hartree): -0.534 / -0.570
Expectation value of S²: 4.0822
Relative energy (zero: lowest compared OMol25 entry of this formula, charge and spin) (eV): 0.000
Spin multiplicity: 4
Charge: +4
HOMO level (alpha / beta) (eV): -20.2 / -20.3
Kohn-Sham gap (alpha / beta) (eV): 5.633 / 4.819

6.
A 4-piece molecular cluster, C23H41N6O7PS overall. Source: the Open Molecules 2025 dataset; level of theory: the ωB97M-V functional and the def2-TZVPD basis.

Structure (XYZ):
```
79
C23H41N6O7PS | the Open Molecules 2025 dataset | the ωB97M-V functional and the def2-TZVPD basis
C 3.381 -5.336 1.536
C 2.024 -4.577 1.551
C 1.033 -5.048 0.470
N 0.730 -4.061 -0.594
C 0.250 -2.802 -0.097
C -1.029 -2.701 0.426
C -2.015 -3.843 0.484
C -3.021 -3.731 -0.707
C -4.083 -2.640 -0.551
S -5.025 -2.764 1.014
C -1.472 -1.489 0.929
C -0.668 -0.404 0.881
C 0.626 -0.511 0.348
C 1.116 -1.689 -0.167
P 2.789 -1.801 -0.911
N 3.493 -3.164 -0.651
O 3.749 -0.648 -0.334
O 2.571 -1.576 -2.506
C 1.223 0.906 0.486
O 2.105 1.468 -0.106
N 0.420 1.520 1.494
C -0.901 1.035 1.339
O -1.933 1.639 1.485
H 4.175 -4.606 1.702
H 3.438 -6.071 2.343
H 3.552 -5.799 0.565
H 2.250 -3.514 1.518
H 1.574 -4.769 2.533
H 0.143 -5.438 0.980
H 1.492 -5.906 -0.033
H -0.037 -4.448 -1.139
H -1.547 -4.820 0.372
H -2.560 -3.857 1.429
H -3.451 -4.713 -0.925
H -2.402 -3.489 -1.581
H -4.816 -2.764 -1.350
H -3.648 -1.657 -0.708
H -5.055 -1.486 1.447
H -2.467 -1.411 1.353
H 3.682 -3.630 -1.531
H 3.532 -0.565 0.606
H 2.490 -2.456 -2.890
H 0.828 1.421 2.428
C -2.561 6.374 -1.054
C -2.293 5.195 -1.958
O -2.955 4.985 -2.961
N -1.276 4.361 -1.617
C -0.382 4.443 -0.474
H -3.396 6.941 -1.456
H -2.822 6.034 -0.051
H -1.688 7.026 -1.008
H -1.154 3.597 -2.262
H 0.644 4.514 -0.841
H -0.479 3.532 0.115
H -0.604 5.303 0.150
C 3.084 3.779 5.278
C 2.167 3.637 4.090
O 1.863 2.545 3.628
N 1.674 4.766 3.530
C 1.909 6.143 3.922
H 3.389 2.790 5.606
H 3.975 4.345 5.006
H 2.567 4.274 6.101
H 1.070 4.590 2.741
H 0.956 6.612 4.171
H 2.354 6.682 3.085
H 2.572 6.207 4.779
C -0.759 -0.168 -2.889
C -2.019 -0.715 -3.509
O -3.005 -0.990 -2.841
N -2.030 -0.898 -4.853
C -0.967 -0.633 -5.805
H -0.902 -0.075 -1.817
H 0.078 -0.844 -3.071
H -0.536 0.820 -3.295
H -2.902 -1.266 -5.200
H -1.318 0.091 -6.542
H -0.710 -1.559 -6.322
H -0.081 -0.242 -5.315
```

Output
SMILES string: CCCNc1c(CCCS)cc2c(c1P(=N)(O)O)C(=O)NC2=O.CNC(C)=O.CNC(C)=O.CNC(C)=O
E_LUMO (hartree): -0.008
HOMO level (eV): -8.3
Kohn-Sham gap (eV): 8.038

F_max per entry: 1.83 3.58 2.77 5.07 4.11 2.89 eV Å⁻¹